[1]
19
Properties=species:S:1:pos:R:3:lowdin_charge:R:1 method="wB97M-V/def2-TZVPD" smiles=C[C@@H](N)CCC[O-] total_charge=-1
C 0.190 -2.076 -0.705 -0.131
C 0.063 -0.817 0.075 -0.532
N 0.505 -1.091 1.476 0.012
C 0.955 0.255 -0.601 -0.150
C 0.324 1.587 0.023 -0.257
C -1.185 1.761 0.030 -0.508
O -1.996 1.016 0.913 -0.431
H -0.068 -1.856 -1.684 0.032
H -0.444 -3.062 -0.315 0.126
H 1.198 -2.352 -0.737 0.031
H -1.002 -0.571 -0.034 0.098
H -0.079 -1.726 2.023 0.049
H 0.578 -0.107 2.014 0.113
H 0.684 0.489 -1.764 0.149
H 1.973 -0.064 -0.380 0.088
H 0.753 1.938 1.056 0.115
H 0.684 2.409 -0.546 0.052
H -1.511 1.561 -1.062 0.088
H -1.625 2.706 0.217 0.055

[2]
15
Properties=species:S:1:pos:R:3:lowdin_charge:R:1 method="wB97M-V/def2-TZVPD" smiles=SCC1CNC1 total_charge=0
S 2.807 0.146 -0.265 0.724
C 1.347 -0.638 0.280 -0.628
C 0.157 -0.134 -0.535 -0.370
C -0.648 1.115 -0.026 -0.183
N -1.829 0.292 -0.264 -0.095
C -1.116 -0.907 -0.183 -0.257
H 2.600 1.272 0.454 -0.125
H 1.185 -0.445 1.386 0.103
H 1.351 -1.653 0.047 0.050
H 0.454 -0.137 -1.688 0.169
H -0.545 2.110 -0.581 0.117
H -0.507 1.541 0.960 0.095
H -2.688 0.438 0.319 0.131
H -1.429 -1.750 -0.868 0.121
H -1.137 -1.249 0.964 0.149

[3]
31
Properties=species:S:1:pos:R:3:lowdin_charge:R:1 method="wB97M-V/def2-TZVPD" smiles="CCN/C=C/CCN.O.O.O" total_charge=0
C -1.855 -2.750 0.084 -0.065
C -1.853 -1.365 -0.703 -0.276
N -0.514 -0.958 -1.004 -0.083
C -0.322 0.322 -0.418 -0.130
C 0.850 0.782 0.040 -0.141
C 0.982 2.137 0.477 -0.271
C 0.818 3.193 -0.560 -0.275
N 1.821 3.245 -1.674 -0.037
H -0.869 -3.280 0.021 0.079
H -2.671 -3.336 -0.058 0.012
H -1.872 -2.537 1.242 0.085
H -2.454 -0.560 -0.178 0.111
H -2.341 -1.611 -1.701 0.116
H 0.171 -1.724 -0.692 0.148
H -1.238 0.973 -0.259 0.142
H 1.750 0.313 0.047 0.074
H 0.227 2.309 1.283 0.130
H 1.809 2.212 1.067 0.077
H -0.162 3.194 -0.989 0.101
H 1.174 4.134 -0.115 0.103
H 2.614 2.539 -1.496 0.091
H 1.381 2.876 -2.538 0.058
O 2.086 -1.708 2.543 -0.114
H 2.664 -0.947 2.541 0.010
H 1.093 -1.429 2.747 0.100
O 1.109 -2.152 -3.233 -0.049
H 0.652 -1.469 -2.730 -0.007
H 1.959 -1.789 -3.373 0.006
O -2.137 -0.207 2.923 -0.055
H -2.431 -1.002 3.376 0.035
H -2.438 0.596 3.330 0.026

[4]
85
Properties=species:S:1:pos:R:3:lowdin_charge:R:1 method="wB97M-V/def2-TZVPD" total_charge=-1
C 1.791 2.116 1.116 -0.269
Ga 3.010 3.505 0.200 0.279
N 4.671 2.449 -0.311 -0.022
C 4.310 1.568 -1.002 -0.965
S 3.797 0.369 -1.987 0.523
H 1.673 1.292 0.402 -0.046
H 0.834 2.527 1.439 -0.027
H 2.387 1.711 1.953 -0.040
H 2.384 4.054 -1.158 -0.093
H 3.467 4.670 1.214 -0.129
O 0.616 1.843 5.733 -0.288
S 1.994 2.184 5.515 0.583
O 2.698 1.720 4.364 -0.259
O 2.826 1.810 6.831 -0.261
C 2.754 0.455 7.311 -0.249
C 3.544 -0.512 6.450 -0.067
C 2.182 3.932 5.607 -0.115
H 1.710 0.145 7.397 0.091
H 3.170 0.478 8.317 0.122
H 3.117 -0.597 5.452 0.073
H 3.544 -1.504 6.903 0.081
H 4.573 -0.170 6.337 0.085
H 1.677 4.298 6.497 0.070
H 1.726 4.347 4.710 0.082
H 3.242 4.168 5.628 0.077
O 0.218 -2.483 7.683 -0.284
S -1.110 -1.958 7.565 0.578
O -1.894 -1.701 8.737 -0.283
O -1.944 -2.906 6.582 -0.262
C -1.991 -4.311 6.875 -0.259
C -2.898 -4.633 8.049 -0.078
C -1.093 -0.520 6.554 -0.130
H -0.979 -4.689 7.038 0.114
H -2.375 -4.786 5.974 0.121
H -2.509 -4.216 8.977 0.068
H -2.985 -5.713 8.174 0.078
H -3.891 -4.212 7.892 0.083
H -0.527 -0.725 5.650 0.082
H -0.612 0.270 7.124 0.054
H -2.116 -0.239 6.322 0.081
O 3.106 -6.253 -4.132 -0.281
S 4.439 -5.830 -4.440 0.563
O 5.505 -6.036 -3.509 -0.280
O 4.410 -4.307 -4.895 -0.268
C 3.804 -3.330 -4.014 -0.240
C 4.664 -2.997 -2.814 -0.093
C 4.919 -6.510 -5.995 -0.130
H 2.813 -3.674 -3.712 0.116
H 3.667 -2.438 -4.623 0.123
H 4.775 -3.856 -2.152 0.071
H 4.215 -2.185 -2.242 -0.010
H 5.663 -2.695 -3.129 0.088
H 4.128 -6.335 -6.718 0.071
H 5.068 -7.578 -5.845 0.072
H 5.849 -6.043 -6.309 0.072
O -0.327 4.281 -2.122 -0.286
S -0.549 3.198 -3.025 0.555
O 0.382 2.889 -4.064 -0.271
O -2.004 3.398 -3.687 -0.294
C -2.276 4.641 -4.344 -0.268
C -1.566 4.751 -5.681 -0.072
C -0.888 1.730 -2.115 -0.110
H -2.020 5.477 -3.689 0.115
H -3.355 4.668 -4.503 0.106
H -0.485 4.782 -5.554 0.070
H -1.872 5.662 -6.199 0.077
H -1.798 3.889 -6.309 0.084
H -1.624 1.950 -1.346 0.073
H 0.054 1.418 -1.662 0.070
H -1.247 0.966 -2.801 0.072
O -5.011 -0.979 -6.051 -0.271
S -5.721 0.195 -6.456 0.569
O -5.042 1.277 -7.100 -0.274
O -6.544 0.756 -5.209 -0.267
C -5.828 1.029 -3.987 -0.245
C -4.980 2.282 -4.072 -0.080
C -7.105 -0.268 -7.444 -0.126
H -5.227 0.160 -3.710 0.117
H -6.594 1.152 -3.224 0.120
H -4.170 2.166 -4.790 0.068
H -4.535 2.510 -3.104 0.084
H -5.585 3.131 -4.395 0.087
H -7.644 -1.069 -6.946 0.073
H -6.714 -0.611 -8.400 0.075
H -7.739 0.603 -7.590 0.073

HOMO level (eV)
-2.0441; -8.6943; -8.0740; -4.9158
LUMO energy (hartree)
0.151; 0.034; 0.011; 0.063
HOMO-LUMO gap (eV)
6.2; 9.6; 8.4; 6.6